# 1
Formula: C18H35Br14N4O
Source: the Open Molecules 2025 dataset
Level of theory: ωB97M-V/def2-TZVPD

Its net charge is +1. For the frontier orbital gap, the calculation gives 7.64 eV. As for the multiplicity: 1. The total energy is -1007829.7942 eV.

Positions of all 72 atoms, in Å:
1 N 0.26343 -1.90296 -1.82132
2 C -1.03085 -1.42628 -1.73756
3 C -2.17729 -2.29076 -1.48859
4 C -3.44831 -1.68891 -1.45565
5 O -4.56487 -2.40664 -1.23057
6 C -3.48617 -0.22105 -1.67636
7 N -4.74097 0.38722 -1.69013
8 N -2.42548 0.52585 -1.87010
9 N -1.25772 -0.12342 -1.88721
10 H 0.28754 -2.89007 -1.58615
11 H 0.87903 -1.35575 -1.20929
12 H -2.04454 -3.37028 -1.35111
13 H -5.00569 -2.65736 -2.05796
14 H -4.66602 1.36099 -1.96494
15 H -5.21987 0.26430 -0.79432
16 H -0.41913 0.44506 -2.02877
17 Br -1.40600 2.10439 -3.20770
18 C -1.48416 3.98629 -3.74853
19 C -0.17428 4.46780 -4.32318
20 Br 1.13662 4.78642 -2.91988
21 H -1.79557 4.54546 -2.87092
22 H -2.26928 4.02976 -4.50201
23 H -0.30072 5.42881 -4.82016
24 H 0.27096 3.76154 -5.01731
25 Br 4.89862 2.48254 -0.74521
26 C 5.00001 0.61335 -1.26958
27 C 3.63457 0.04173 -1.53569
28 Br 2.69368 -0.33609 0.13521
29 H 5.53652 0.09187 -0.48019
30 H 5.60052 0.60429 -2.17743
31 H 3.71205 -0.91890 -2.04329
32 H 2.99832 0.70409 -2.11694
33 Br 6.42015 0.62893 2.38612
34 C 5.88903 -1.24520 2.33532
35 C 7.08641 -2.15214 2.26137
36 Br 7.83331 -2.16587 0.46235
37 H 5.21588 -1.36164 1.49037
38 H 5.33613 -1.40968 3.25996
39 H 6.80064 -3.18329 2.46180
40 H 7.88614 -1.86454 2.93782
41 Br 4.12331 -0.21100 6.56979
42 C 3.84469 1.20081 5.25846
43 C 2.37991 1.46328 5.03249
44 Br 1.57323 0.08228 3.91853
45 H 4.36736 0.90034 4.35544
46 H 4.32955 2.08028 5.67870
47 H 2.23952 2.39194 4.48196
48 H 1.80356 1.50079 5.95243
49 Br -4.84504 1.13877 1.45786
50 C -6.35822 0.73274 2.61864
51 C -6.94012 -0.61574 2.29676
52 Br -8.01590 -0.56148 0.67310
53 H -7.06895 1.54445 2.50563
54 H -5.95544 0.74560 3.63014
55 H -7.62425 -0.93523 3.08117
56 H -6.18358 -1.38105 2.14659
57 Br 9.05638 -5.89571 -4.09857
58 C 10.02066 -4.78150 -2.82660
59 C 9.12524 -3.72895 -2.22902
60 Br 8.81536 -2.26546 -3.47765
61 H 10.87469 -4.36556 -3.35343
62 H 10.37088 -5.46649 -2.05636
63 H 9.60061 -3.26800 -1.36617
64 H 8.14997 -4.10980 -1.94069
65 Br -11.56415 0.06114 2.01219
66 C -11.85450 1.94129 1.59362
67 C -10.59966 2.60313 1.09260
68 Br -9.37323 2.99057 2.55463
69 H -12.24997 2.40710 2.49171
70 H -12.62102 1.94148 0.82067
71 H -10.82816 3.57162 0.65093
72 H -10.05535 1.99849 0.37215

Forces on the atoms, in the same order (eV/Å):
-1.09 0.45 0.65
-1.29 -1.02 0.38
-0.85 1.47 -0.30
2.52 0.02 -0.70
0.28 0.25 0.06
-1.09 -0.41 0.33
0.99 -0.44 -0.19
-1.53 -3.39 2.38
1.13 -1.73 0.44
0.28 0.17 -0.07
0.35 -0.27 -0.31
-0.09 0.54 -0.06
-0.07 0.23 0.15
-0.12 -0.06 0.27
-0.24 0.01 -0.49
-0.44 0.25 0.08
0.65 3.92 -2.46
0.49 -0.18 -0.52
0.05 0.37 0.13
0.01 -0.14 -0.05
0.09 -0.06 0.01
0.05 -0.05 0.00
-0.04 -0.04 0.03
-0.09 -0.01 0.03
-0.04 -0.08 0.04
0.11 0.36 -0.05
0.06 -0.30 -0.12
-0.14 0.13 0.02
-0.02 -0.02 -0.05
-0.07 -0.09 0.00
0.06 0.02 0.03
0.08 0.07 0.07
-0.05 -0.06 -0.14
-0.02 0.19 0.34
-0.01 -0.22 -0.16
-0.05 0.13 0.13
0.04 -0.05 0.03
0.04 -0.06 -0.02
-0.05 0.05 0.00
-0.06 0.06 -0.03
0.03 -0.04 -0.12
0.05 -0.02 0.29
-0.02 0.11 -0.24
-0.04 -0.06 0.05
-0.07 0.07 0.00
-0.06 0.01 -0.04
0.05 -0.03 0.00
0.07 -0.06 -0.01
0.03 0.15 0.25
0.17 -0.09 0.21
-0.28 -0.03 -0.04
0.23 -0.03 -0.09
0.00 -0.07 -0.08
0.02 -0.05 -0.04
0.02 0.09 0.01
0.00 0.06 0.03
0.05 0.06 -0.03
-0.12 -0.28 0.00
0.19 0.21 -0.08
-0.11 -0.03 0.04
-0.06 0.05 0.03
-0.03 0.07 0.02
0.08 -0.08 -0.05
0.07 -0.07 -0.04
-0.05 0.11 0.08
-0.12 -0.28 -0.10
0.03 0.21 0.04
0.00 -0.01 -0.03
0.07 0.02 -0.04
0.06 0.06 -0.01
-0.04 -0.03 0.04
-0.05 -0.05 0.07

Atomic partial charges in e from the Löwdin method, atoms 1 to 5: atom 1 (N): 0.153, atom 2 (C): -0.258, atom 3 (C): 0.128, atom 4 (C): -0.192, atom 5 (O): 0.085

***

# 2
Formula: C18H35CdN2O8PS
Source: the Open Molecules 2025 dataset
Level of theory: ωB97M-V/def2-TZVPD

Its net charge is +2. For the frontier orbital gap, the calculation gives 6.54 eV. As for the multiplicity: 1. The total energy is -63269.6582 eV. The energy above the lowest of the compared OMol25 structures with the same formula, charge and spin comes out at 1.461 eV.

Positions of all 66 atoms, in Å:
1 Cd 0.87191 -0.30470 -2.21441
2 O 3.55986 -3.71685 -3.06619
3 C 3.02798 -2.60382 -2.54387
4 O 1.85832 -2.27781 -2.78739
5 C 4.01868 -1.82340 -1.81062
6 O 4.16726 -0.56412 -2.52055
7 C 4.59666 0.49318 -1.66499
8 C 3.47503 0.93668 -0.71155
9 O 3.58273 2.10252 -0.21753
10 O 2.48240 0.17467 -0.48429
11 H 2.88403 -4.32786 -3.49657
12 H 3.78554 -1.62665 -0.76476
13 H 4.92130 -2.41671 -1.95560
14 H 5.43297 0.14447 -1.03591
15 H 5.00199 1.24674 -2.35160
16 C -0.54618 1.75318 4.64331
17 C -1.82496 1.16944 3.98390
18 C -2.35176 2.12220 2.90922
19 C -1.60633 -0.22044 3.47818
20 C -2.78326 -0.91925 3.09727
21 C -2.67713 -2.17057 2.52470
22 C -1.41136 -2.79268 2.33491
23 C -1.31534 -4.24302 1.81220
24 C -0.28049 -2.10927 2.77092
25 C -0.39174 -0.81667 3.25699
26 H -0.67772 2.86077 4.74192
27 H 0.32922 1.67114 4.00517
28 H -0.30029 1.25766 5.53530
29 H -2.50848 1.11395 4.80299
30 H -1.60054 2.20093 2.09828
31 H -2.36898 3.07558 3.42138
32 H -3.34048 1.90049 2.43180
33 H -3.73691 -0.44161 3.26994
34 H -3.61944 -2.61401 2.22148
35 H -2.31841 -4.55342 1.44939
36 H -1.01283 -4.97095 2.55843
37 H -0.61492 -4.38032 0.95739
38 H 0.71742 -2.67122 2.79608
39 H 0.50151 -0.25792 3.53348
40 C -1.27838 -3.77656 -2.56595
41 S -2.05493 -2.12706 -2.47507
42 C -3.13825 -2.20830 -0.99479
43 O -0.96175 -1.32312 -1.72517
44 H -2.05515 -4.51292 -2.34205
45 H -0.52348 -3.73462 -1.73358
46 H -0.79750 -3.85922 -3.52301
47 H -4.04464 -1.62153 -1.29479
48 H -2.61048 -1.65056 -0.19393
49 H -3.54697 -3.13131 -0.61552
50 N 1.52731 3.42387 0.47976
51 C 1.23137 3.83034 -0.89471
52 P 0.11683 2.63670 -1.66067
53 O 0.99267 1.87044 -2.71513
54 O -0.55685 1.73694 -0.67571
55 C -1.11814 3.68018 -2.53786
56 N -1.06986 3.27657 -4.01701
57 H 1.89388 4.13644 1.10814
58 H 2.46887 2.63737 0.37295
59 H 0.76406 2.94237 0.94379
60 H 2.18574 3.89037 -1.41355
61 H 0.85380 4.85972 -0.87320
62 H -0.97394 4.75977 -2.56834
63 H -2.05781 3.47514 -2.09465
64 H -0.27589 2.62495 -4.13159
65 H -1.01548 4.11536 -4.62410
66 H -1.88231 2.64833 -4.24311

Forces on the atoms, in the same order (eV/Å):
0.70 0.24 1.11
-1.45 -0.25 0.23
-1.58 -1.34 -1.75
0.59 -0.06 0.27
1.79 1.23 -0.46
-0.60 -0.66 0.69
0.23 -0.75 0.09
-0.95 0.85 -0.14
-0.13 -0.65 0.05
0.33 0.41 -0.85
0.90 1.26 0.61
-0.23 -0.47 -0.09
0.40 0.33 0.55
-0.09 0.19 -0.12
-0.46 0.18 0.55
-0.72 1.66 -2.00
1.56 0.21 0.19
0.22 0.02 -0.39
-1.80 -0.42 -0.88
1.47 0.07 0.18
0.34 0.06 -0.27
-0.40 -0.73 0.30
-0.66 0.56 -0.80
0.89 -1.40 -0.30
0.85 0.43 0.56
0.05 -0.93 0.56
0.13 -0.13 -0.34
0.16 -0.39 1.41
-0.92 -0.05 0.41
-0.32 -0.10 0.20
-0.46 0.52 -0.28
0.83 -0.01 0.68
-0.17 -0.13 -0.05
0.22 -0.52 -0.05
0.55 0.07 0.22
0.03 0.12 0.31
-0.31 0.37 0.51
-1.45 1.09 -0.27
-0.07 -0.37 -0.02
-0.16 0.74 1.67
0.48 -0.52 1.94
-1.36 1.33 -0.43
0.52 0.59 -1.06
0.29 -0.11 -0.39
-0.73 -0.21 -0.79
0.02 -0.27 -0.39
0.74 -0.29 0.29
-0.08 -0.47 -0.61
0.43 -0.73 -0.30
1.42 -1.48 0.88
0.37 1.38 0.72
1.18 -1.67 0.34
-1.53 0.69 -0.01
0.22 0.80 -0.51
1.02 0.27 -1.56
-1.36 -0.97 0.28
-0.22 0.31 -0.32
-0.27 0.31 -0.45
-0.33 -0.08 -0.03
-0.02 -0.24 -0.29
-0.33 -0.26 -0.19
0.28 -0.13 0.53
-1.08 -0.28 0.12
0.60 0.46 -0.10
-0.13 -0.91 0.11
0.55 1.23 -0.10

Atomic partial charges in e from the Löwdin method, atoms 1 to 5: atom 1 (Cd): 1.475, atom 2 (O): 0.162, atom 3 (C): -0.435, atom 4 (O): -0.027, atom 5 (C): -0.098

***

# 3
Formula: C18H35Cl5FN2O4S
Source: the Open Molecules 2025 dataset
Level of theory: ωB97M-V/def2-TZVPD

Its net charge is +1. For the frontier orbital gap, the calculation gives 8.81 eV. As for the multiplicity: 1. The total energy is -106553.7864 eV.

Positions of all 66 atoms, in Å:
1 N 4.47976 -0.30000 3.46731
2 C 3.12555 0.05800 3.44663
3 C 2.59476 0.72639 2.03422
4 C 1.76387 -0.30626 1.05899
5 Cl 0.37767 -0.85119 2.15978
6 C 1.13788 0.44718 -0.29646
7 C 0.12948 -0.48077 -1.25468
8 C -0.73567 0.40129 -2.33234
9 C -1.79558 1.46222 -1.66958
10 C -2.86580 0.65947 -0.71726
11 S -2.94240 1.31844 1.04599
12 O -4.22947 2.20600 1.13931
13 O -1.73934 2.21885 1.44312
14 O -3.02207 0.05619 2.23930
15 C 2.42981 0.62994 -1.28848
16 C 3.38632 1.95507 -1.17345
17 C 2.59546 3.35830 -0.85714
18 F 1.94754 3.41483 0.48257
19 C 3.30543 -0.68344 -0.73332
20 N 2.81550 -1.28979 0.59740
21 C 2.43293 -2.70202 0.21617
22 C 2.23153 -3.73448 1.47721
23 O 2.02580 -5.08872 0.86265
24 H 4.70328 -0.70235 4.40442
25 H 2.43883 -0.10180 4.38077
26 H 1.86049 1.61032 2.33212
27 H 3.53807 1.17231 1.50362
28 H 0.48437 1.36859 0.00760
29 H -0.54375 -1.11146 -0.51369
30 H 0.80355 -1.22393 -1.90154
31 H -1.36575 -0.37086 -2.98880
32 H 0.04842 0.93602 -3.04646
33 H -2.41114 1.99464 -2.51440
34 H -1.16921 2.28718 -1.12082
35 H -2.69994 -0.51112 -0.67851
36 H -3.94580 0.82696 -1.17548
37 H -2.22758 0.17729 2.86278
38 H 2.15003 0.42173 -2.41327
39 H 4.29980 1.83698 -0.42783
40 H 3.88714 2.09648 -2.24872
41 H 3.43141 4.21073 -0.84646
42 H 1.82568 3.68105 -1.68106
43 H 3.26384 -1.37386 -1.69330
44 H 4.44558 -0.45711 -0.58117
45 H 3.72351 -1.37447 1.11013
46 H 1.48875 -2.79625 -0.46885
47 H 3.35126 -3.13456 -0.41337
48 H 1.28023 -3.54198 2.13014
49 H 3.16221 -3.84845 2.17724
50 H 1.19932 -5.00078 0.27648
51 Cl 0.20907 -4.58635 -1.90997
52 C -0.57082 -3.75334 -3.27782
53 C -0.11467 -4.30251 -4.62048
54 Cl 1.58826 -3.90770 -4.96455
55 H -0.36123 -2.68306 -3.18788
56 H -1.64891 -3.89969 -3.16402
57 H -0.71005 -3.86111 -5.42477
58 H -0.22744 -5.38999 -4.67063
59 Cl -6.88208 5.66152 4.19820
60 C -6.34617 4.10781 3.51121
61 C -7.10825 3.74570 2.24609
62 Cl -8.81346 3.35076 2.57852
63 H -6.45681 3.33926 4.28232
64 H -5.28093 4.21253 3.28554
65 H -6.66304 2.85992 1.78415
66 H -7.08504 4.55944 1.51457

Forces on the atoms, in the same order (eV/Å):
-6.22 1.21 0.24
4.42 -1.24 -0.74
-0.29 0.78 1.15
-0.15 3.05 1.09
1.23 -0.39 -1.27
-0.31 -0.67 -1.40
0.21 -0.55 0.69
-0.10 -0.55 -0.11
0.72 -0.14 -0.21
-0.61 -1.00 -1.24
-1.23 6.70 3.40
4.15 -4.39 -0.63
-2.84 -4.06 -1.74
1.31 1.69 -1.53
1.08 -0.37 1.96
-0.26 0.70 -0.54
1.32 1.03 -0.13
1.21 -0.56 -2.72
1.72 1.34 -3.54
-0.21 -0.87 -2.88
0.05 -3.30 0.18
-0.66 -1.09 -0.13
-1.09 2.42 -0.46
-0.28 0.41 -0.73
1.15 0.48 -2.01
1.57 -1.86 -0.88
-1.85 -0.95 0.94
1.75 -1.54 -0.23
1.16 1.17 -1.75
-1.53 1.45 1.51
1.49 1.64 1.33
-1.88 -0.93 1.45
1.27 -1.10 1.67
-1.55 -1.58 -0.71
-0.11 2.49 0.04
2.19 -0.25 1.48
-1.44 0.17 -1.44
0.50 0.53 2.45
-2.14 0.15 -1.40
-1.10 -0.13 2.34
-1.93 -1.86 0.13
1.19 -0.97 1.82
-0.03 0.58 2.70
-2.25 -0.15 -0.32
-1.34 0.52 0.74
1.80 0.77 1.40
-2.07 0.94 1.49
1.92 0.15 -1.25
-1.67 0.41 -1.50
1.76 -0.29 1.43
0.07 -0.05 -0.05
-0.36 0.21 -0.46
-0.19 -0.09 0.05
-0.01 0.03 0.11
0.06 -0.26 -0.04
0.18 -0.07 -0.04
0.05 0.00 0.21
0.08 0.25 0.09
-0.04 0.00 0.03
0.14 -0.25 -0.17
0.33 -0.01 -0.07
-0.05 0.04 0.02
-0.10 0.18 -0.18
-0.20 -0.03 -0.08
0.00 0.15 0.18
-0.05 -0.11 0.26

Atomic partial charges in e from the Löwdin method, atoms 1 to 5: atom 1 (N): 0.048, atom 2 (C): -0.158, atom 3 (C): -0.155, atom 4 (C): -0.586, atom 5 (Cl): 0.711

***

# 4
Formula: C18H35N2O5P
Source: the Open Molecules 2025 dataset
Level of theory: ωB97M-V/def2-TZVPD

For the frontier orbital gap, the calculation gives 9.10 eV. As for the SMILES: O=C(O)C[PH3]CC(=O)c1ccccc1.COC[C@@H](C)N.COC[C@@H](C)N. As for the multiplicity: 1. The total energy is -41736.8094 eV. The energy above the lowest of the compared OMol25 structures with the same formula, charge and spin comes out at 0.397 eV.

Positions of all 61 atoms, in Å:
1 O 5.79743 -4.98742 1.95029
2 C 4.60520 -5.04851 1.73205
3 O 4.17333 -5.55880 0.53980
4 C 3.60045 -4.54042 2.72761
5 P 2.49544 -3.14815 1.97425
6 C 1.39570 -1.69561 1.34434
7 C 0.12432 -1.74068 2.14930
8 O -0.06655 -0.93612 3.04595
9 C -0.85364 -2.84030 1.84814
10 C -1.37840 -3.58484 2.85497
11 C -2.29362 -4.56066 2.59431
12 C -2.66203 -4.76025 1.30107
13 C -2.11744 -4.03901 0.28325
14 C -1.19867 -3.06624 0.54303
15 H 3.29689 -5.94372 0.66388
16 H 2.94684 -5.31671 3.13185
17 H 4.15436 -4.09000 3.54579
18 H 3.55081 -2.72058 1.12578
19 H 2.34308 -2.62031 3.29563
20 H 1.53853 -4.08629 1.49381
21 H 1.19181 -1.77004 0.27516
22 H 1.91367 -0.76409 1.56852
23 H -1.06033 -3.39153 3.87053
24 H -2.72444 -5.13191 3.40045
25 H -3.40870 -5.51104 1.07963
26 H -2.41783 -4.23857 -0.73461
27 H -0.74473 -2.47714 -0.23677
28 C 2.32365 2.36150 -3.54524
29 C 1.94189 2.15403 -2.08218
30 C 2.56216 0.89575 -1.45661
31 O 1.94166 -0.32072 -1.83330
32 C 2.35438 -0.84227 -3.08387
33 N 0.47994 2.16045 -1.96700
34 H 1.77323 1.69941 -4.21320
35 H 2.09620 3.38305 -3.85028
36 H 3.39204 2.19705 -3.70231
37 H 2.32755 3.01133 -1.52205
38 H 2.43020 0.96159 -0.37298
39 H 3.64363 0.84621 -1.64007
40 H 3.40927 -0.63509 -3.28257
41 H 1.73806 -0.44737 -3.89461
42 H 2.21075 -1.92293 -3.05682
43 H 0.21517 2.13209 -0.98637
44 H 0.14339 1.27338 -2.33377
45 C -2.88193 4.05439 1.16507
46 C -2.24266 4.59851 -0.10967
47 C -3.05236 5.72372 -0.77236
48 O -4.19842 5.29146 -1.48142
49 C -5.34348 5.05322 -0.68480
50 N -1.99550 3.48384 -1.02925
51 H -3.72169 3.39251 0.95535
52 H -2.15337 3.47467 1.73231
53 H -3.23514 4.86468 1.80677
54 H -1.27400 5.02487 0.16998
55 H -2.41390 6.19995 -1.52132
56 H -3.32255 6.50260 -0.04678
57 H -5.40335 5.74737 0.15827
58 H -5.35971 4.02358 -0.31986
59 H -6.22142 5.19518 -1.31518
60 H -1.47083 3.82010 -1.83180
61 H -2.89436 3.21083 -1.42007

Forces on the atoms, in the same order (eV/Å):
-1.10 0.21 -0.66
1.56 -0.38 0.96
-0.17 -0.04 0.44
-0.16 0.11 -0.64
-0.21 0.29 0.16
-0.60 -0.20 0.23
0.39 0.87 0.02
-0.08 -0.64 -0.03
1.29 1.43 -0.12
0.23 0.10 1.68
-0.21 -0.26 0.78
-1.25 -1.32 -0.31
-0.24 -0.03 -1.45
0.35 0.24 -0.45
-0.15 0.19 -0.15
-0.01 -0.10 -0.12
0.14 -0.10 0.08
-0.03 -0.06 0.07
0.01 -0.10 -0.17
0.22 0.00 -0.03
0.24 -0.11 -0.05
0.04 0.05 -0.02
-0.02 0.11 0.08
-0.06 -0.14 0.06
-0.02 -0.08 -0.08
-0.07 -0.01 -0.10
-0.07 0.04 -0.22
0.14 0.14 -0.04
-0.16 -0.24 -0.30
0.02 0.15 0.31
0.16 -0.05 -0.07
-0.23 -0.12 0.04
0.42 -0.13 0.09
-0.02 -0.05 0.05
-0.05 -0.01 0.02
-0.01 -0.02 -0.01
0.01 -0.06 0.09
-0.06 -0.04 -0.01
-0.01 0.00 -0.13
0.00 0.06 -0.01
0.13 0.04 -0.09
0.02 0.01 0.06
-0.17 0.22 -0.04
-0.06 0.07 -0.10
0.10 0.05 0.17
-0.34 -0.22 0.02
0.26 0.14 -0.12
-0.05 0.09 0.15
-0.03 -0.12 -0.21
-0.20 0.30 0.00
-0.01 0.03 -0.07
0.00 -0.03 -0.05
-0.02 -0.01 -0.01
0.00 0.07 -0.08
-0.04 -0.04 -0.05
-0.05 -0.08 0.08
0.04 -0.02 0.04
-0.04 0.05 0.15
0.04 0.04 -0.03
0.22 -0.18 0.07
-0.01 -0.07 0.09

Atomic partial charges in e from the Löwdin method, atoms 1 to 5: atom 1 (O): 0.088, atom 2 (C): -0.603, atom 3 (O): 0.074, atom 4 (C): -0.296, atom 5 (P): 0.852